1.
{
  "formula": "C19H13CrF2O7",
  "method": "ωB97M-V/def2-TZVPD",
  "species": ["Cr", "F", "F", "O", "O", "O", "O", "O", "O", "O", "C", "C", "C", "C", "C", "C", "C", "C", "C", "C", "C", "C", "C", "C", "C", "C", "C", "C", "C", "H", "H", "H", "H", "H", "H", "H", "H", "H", "H", "H", "H", "H"],
  "coordinates": [[0.8549, 1.5519, 0.8785], [-1.1115, 0.9202, 0.2300], [0.8322, -0.6099, 0.8969], [4.4235, 1.8684, -4.4165], [0.7505, 0.6220, 4.6989], [-0.1809, 1.5863, 2.7787], [2.2894, 0.9011, -0.3373], [0.6773, 2.8771, -0.6069], [1.7996, 1.1511, 2.8014], [2.8157, 4.2634, -4.5263], [-3.1665, 1.3411, 1.2468], [0.3804, -3.4840, -1.2893], [2.6163, 3.3889, -3.5904], [0.7392, -4.2327, 0.9964], [3.4051, 1.2906, -2.5154], [-4.9337, -0.2622, 1.1199], [-2.3445, 0.5290, 0.4802], [-4.1583, -1.0000, 0.2237], [3.4730, 2.1338, -3.5398], [-4.4458, 0.9487, 1.6056], [0.6614, -1.9273, 0.5527], [-2.8408, -0.6326, -0.0780], [0.4889, -2.1353, -0.8064], [0.5219, -4.4874, -0.3337], [0.8035, -2.9577, 1.4713], [0.7545, 1.1162, 3.4548], [2.5024, 1.5319, -1.3726], [1.5131, 2.7935, -1.5175], [1.7337, 3.6655, -2.6184], [0.3844, -5.5433, -0.5143], [0.8142, -5.0363, 1.7141], [-5.9475, -0.5553, 1.3496], [-5.0102, 1.5811, 2.2750], [1.1693, 4.5857, -2.6511], [0.1357, -3.6774, -2.3233], [0.4391, -1.2314, -1.3954], [0.9363, -2.8225, 2.5346], [4.0493, 0.4269, -2.4407], [-2.7429, 2.2945, 1.5262], [-4.5647, -1.8936, -0.2264], [-2.1745, -1.2665, -0.6442], [1.6570, 0.3863, 4.9090]],
  "forces_ev_per_angstrom": [[1.9, 0.9, 1.4], [0.2, 0.1, -0.9], [-0.5, -2.1, 0.9], [-3.3, 1.6, 1.8], [-1.4, 0.3, 0.1], [-4.2, 0.2, 1.5], [0.3, -1.4, 1.7], [-1.9, 0.7, 1.6], [4.1, -1.3, 0.2], [-0.3, -2.6, 2.0], [0.6, 0.4, 0.0], [0.0, 1.6, 1.4], [2.9, 2.6, -5.0], [-0.1, -0.1, 0.4], [-2.8, -2.4, 6.9], [0.1, 0.4, -0.6], [-2.6, -0.5, 0.3], [0.2, 0.1, 0.3], [4.3, 0.6, -5.2], [0.6, -0.4, -0.2], [0.7, 0.1, -0.7], [0.0, -0.1, 0.5], [-0.2, -1.4, 0.1], [-0.4, -0.8, -0.7], [0.0, 1.2, 0.5], [0.8, 0.9, -2.3], [0.4, 2.7, -5.3], [3.4, -0.4, -3.3], [-3.1, -0.8, 4.6], [0.1, 0.0, -0.8], [0.0, -0.2, -0.1], [0.0, -0.2, 0.0], [-0.2, 0.0, -0.1], [-0.1, 0.1, -0.2], [0.2, -0.1, 0.0], [0.0, -0.2, -0.4], [0.1, 0.5, 0.0], [0.2, 0.0, -0.2], [-0.1, 0.1, 0.4], [0.0, -0.1, 0.0], [-0.1, 0.0, -0.3], [0.3, 0.0, -0.2]],
  "lowdin_charge": [0.9602, 0.0349, -0.0179, -0.0709, 0.1394, -0.0502, -0.0927, -0.1057, -0.0404, -0.0387, 0.0001, -0.0349, -0.3706, -0.1109, -0.0140, -0.0974, -0.2768, -0.0780, -0.3659, -0.0740, -0.2214, 0.0064, 0.0114, -0.1104, -0.0040, -0.7897, -0.2699, -0.3138, -0.0147, 0.0977, 0.1068, 0.0943, 0.1032, 0.1114, 0.1012, 0.1250, 0.1215, 0.1043, 0.1243, 0.0982, 0.1044, 0.1182],
  "relative_energy_kcal_mol": 0.0,
  "max_force_ev_per_a": 7.80,
  "orbital_gap_ha": [0.2330, 0.2327],
  "charge": -1,
  "spin_multiplicity": 5,
  "e_homo_ev": [-4.09, -4.09]
}

2.
{
  "formula": "C19H13CrF6N3O4S2",
  "method": "ωB97M-V/def2-TZVPD",
  "species": ["Cr", "S", "S", "F", "F", "F", "F", "F", "F", "O", "O", "O", "O", "N", "N", "N", "C", "C", "C", "C", "C", "C", "C", "C", "C", "C", "C", "C", "C", "C", "C", "C", "C", "C", "C", "H", "H", "H", "H", "H", "H", "H", "H", "H", "H", "H", "H", "H"],
  "coordinates": [[0.0342, 0.6182, 0.3858], [1.2616, -0.8468, 2.9589], [3.1974, 0.0254, 1.1489], [4.7791, 1.9903, 0.5463], [-0.5144, 0.4750, 4.3474], [1.5323, 0.8632, 4.9310], [0.7514, 1.7107, 3.0970], [5.2647, 1.0146, 2.4197], [3.5614, 2.3471, 2.2979], [2.1489, 0.7036, 0.3742], [1.2034, -1.9358, 3.8618], [0.3432, -0.8706, 1.8213], [4.0239, -0.8797, 0.4306], [0.1123, 2.2516, -0.9913], [0.6194, 4.3901, -1.2455], [2.7277, -0.4830, 2.5487], [-0.6240, 4.2299, -1.8369], [-2.8557, 1.6501, 0.9004], [-0.9367, 2.8800, -1.6753], [-2.6515, 4.6108, -2.9669], [-2.2848, 2.8342, 1.4380], [-2.6791, -0.5463, -0.0380], [-4.4555, 3.8491, 1.6506], [-2.0343, 0.5575, 0.4742], [-4.0871, -0.6116, -0.1739], [-2.9703, 3.2496, -2.8294], [-5.0439, 2.7244, 1.1477], [4.2779, 1.4306, 1.6464], [-4.2656, 1.6051, 0.7583], [0.9966, 3.1931, -0.7606], [-3.0523, 3.9045, 1.7990], [0.7215, 0.6397, 3.9108], [-1.4696, 5.1272, -2.4818], [-4.8634, 0.4432, 0.2081], [-2.1248, 2.3661, -2.1955], [-3.3502, 5.2664, -3.4692], [-2.5904, 4.7956, 2.2060], [1.9331, 3.0397, -0.2487], [-3.9088, 2.8888, -3.2284], [-1.2065, 2.8800, 1.5640], [-5.9419, 0.4085, 0.1034], [-2.3779, 1.3223, -2.0770], [-1.2169, 6.1729, -2.5957], [-2.1092, -1.4124, -0.3669], [-5.0606, 4.6984, 1.9416], [-6.1210, 2.6728, 1.0335], [-4.5456, -1.5018, -0.5881], [1.1524, 5.2390, -1.1745]],
  "forces_ev_per_angstrom": [[0.0, 0.1, -0.2], [0.1, 0.1, 0.1], [0.0, 0.1, 0.0], [0.0, 0.0, 0.0], [0.0, 0.0, 0.0], [0.1, 0.0, 0.0], [0.0, 0.0, 0.0], [0.0, 0.0, 0.0], [0.0, 0.0, 0.0], [0.0, 0.0, 0.0], [0.0, -0.1, 0.0], [-0.1, 0.1, -0.1], [0.0, 0.0, 0.0], [-0.3, -0.1, 0.4], [0.0, 0.0, 0.0], [0.0, -0.1, 0.0], [0.0, 0.0, 0.0], [0.0, 0.0, -0.1], [0.1, 0.0, -0.1], [0.0, 0.0, 0.0], [0.0, 0.0, 0.0], [-0.1, 0.0, 0.0], [0.0, 0.0, 0.0], [0.1, 0.0, 0.0], [0.0, 0.0, 0.0], [0.0, 0.0, 0.0], [0.0, 0.0, 0.0], [0.0, 0.0, 0.0], [0.0, 0.0, 0.0], [0.1, 0.0, -0.1], [0.0, 0.0, 0.0], [0.0, 0.0, -0.1], [0.0, 0.0, 0.0], [0.0, 0.0, 0.0], [0.0, 0.0, 0.1], [0.0, 0.0, 0.0], [0.0, 0.0, 0.0], [0.0, 0.0, 0.0], [0.0, 0.0, 0.0], [0.0, 0.0, 0.0], [0.0, 0.0, 0.0], [0.0, 0.0, 0.0], [0.0, 0.0, 0.0], [0.0, 0.0, 0.0], [0.0, 0.0, 0.0], [0.0, 0.0, 0.0], [0.0, 0.0, 0.0], [0.0, 0.0, 0.0]],
  "lowdin_charge": [0.8003, 0.6381, 0.6483, 0.1469, 0.1735, 0.1675, 0.1103, 0.1687, 0.1396, -0.3891, -0.2121, -0.3552, -0.2202, 0.0381, 0.1475, -0.2696, -0.1844, -0.2065, -0.2061, -0.0779, -0.0567, -0.1409, -0.0885, -0.1974, -0.0890, -0.0615, -0.0405, -0.6844, -0.1754, -0.1336, -0.0827, -0.6735, -0.0139, -0.0471, 0.0051, 0.1045, 0.0988, 0.1288, 0.1080, 0.0891, 0.1071, 0.1116, 0.1109, 0.0911, 0.0985, 0.1089, 0.0991, 0.1659],
  "relative_energy_kcal_mol": 0.0,
  "max_force_ev_per_a": 0.46,
  "orbital_gap_ha": [0.2917, 0.2969],
  "spin_multiplicity": 5,
  "e_homo_ev": [-7.77, -7.94]
}

3.
{
  "formula": "C19H13CsF6N5O8S2",
  "method": "ωB97M-V/def2-TZVPD",
  "species": ["Cs", "S", "S", "F", "F", "F", "F", "F", "F", "O", "O", "O", "O", "O", "O", "O", "O", "N", "N", "N", "N", "N", "C", "C", "C", "C", "C", "C", "C", "C", "C", "C", "C", "C", "C", "C", "C", "C", "C", "C", "C", "H", "H", "H", "H", "H", "H", "H", "H", "H", "H", "H", "H", "H"],
  "coordinates": [[-1.5751, 1.1689, 0.6269], [-1.2012, 0.0069, -5.4847], [-2.1437, 0.0299, -2.8638], [-1.7926, -2.0496, -1.3124], [0.0220, -1.3339, -2.2504], [-1.4229, -2.4631, -3.4044], [-0.7981, 1.3015, -7.7167], [0.0284, 2.3018, -5.9899], [-2.1039, 2.3391, -6.3431], [-1.9142, 0.8157, -1.6667], [-3.4971, -0.3443, -3.1361], [-2.3981, -0.5887, -5.9990], [-2.0890, -2.1378, 2.1839], [-1.7221, 2.6883, 2.4879], [-2.0968, -3.3294, 4.0710], [-0.9528, 3.5156, 4.4424], [0.0451, -0.6771, -5.6731], [1.6120, -1.3687, 0.3122], [1.8504, 1.4090, 0.3665], [-1.8124, 0.1954, 3.6677], [3.3871, -0.0921, -0.5603], [-1.3171, 0.6522, -4.0380], [2.1465, 3.7736, 0.1291], [3.0043, -2.3003, -1.3930], [-2.0081, -0.9695, 4.2850], [-2.0670, -2.1624, 3.3851], [-2.1511, -1.0986, 5.6571], [-1.0076, 1.5861, -6.4279], [3.3758, 3.5562, -0.4844], [0.8932, -2.4895, 0.2850], [2.9946, 1.2082, -0.2576], [-1.7163, 1.2930, 4.4089], [-1.2784, -1.5552, -2.4443], [1.1727, -3.5664, -0.5359], [-1.8330, 1.2584, 5.8010], [1.4380, 2.6619, 0.5425], [2.6386, -1.2681, -0.5170], [-2.0699, 0.0539, 6.4293], [-1.4359, 2.6449, 3.7115], [3.8150, 2.2645, -0.6808], [2.2634, -3.4608, -1.3903], [0.4830, 2.7667, 1.0442], [2.5143, -4.2674, -2.0673], [4.1632, -0.1356, -1.1985], [-2.3158, -2.0704, 6.0978], [0.5534, -4.4523, -0.5219], [4.7579, 2.0651, -1.1758], [3.8316, -2.1720, -2.0804], [-2.1481, -4.0343, 3.4092], [3.9799, 4.3898, -0.8194], [-2.1787, -0.0050, 7.5050], [0.0422, -2.5103, 0.9575], [-1.7216, 2.1875, 6.3410], [1.7562, 4.7687, 0.2856]],
  "forces_ev_per_angstrom": [[0.6, -1.6, 1.6], [0.0, 0.2, -0.1], [-0.1, 0.0, -0.3], [-0.1, 0.0, 0.0], [-0.1, 0.1, -0.2], [0.0, 0.0, -0.1], [0.0, -0.1, -0.1], [0.1, 0.0, 0.0], [-0.1, 0.0, 0.0], [-0.5, -0.4, -3.6], [0.0, -0.1, -0.1], [0.0, 0.0, 0.0], [0.0, 0.1, 0.0], [-0.1, 1.5, 2.0], [0.0, 0.0, 0.1], [0.0, 0.0, 0.0], [0.0, 0.0, 0.0], [0.1, 0.0, 0.1], [-0.3, 0.0, 0.0], [-0.1, 0.1, 0.0], [0.2, 0.0, 0.1], [0.0, -0.3, 0.2], [0.0, 0.0, 0.0], [0.0, 0.0, 0.0], [0.0, 0.0, 0.1], [0.0, -0.1, -0.1], [0.0, 0.0, 0.0], [0.0, -0.1, 0.1], [0.0, -0.1, 0.0], [0.1, -0.1, 0.1], [-0.1, 0.0, -0.2], [0.0, 0.1, 0.0], [0.0, 0.2, 0.0], [0.1, 0.0, 0.0], [0.0, 0.0, 0.0], [0.2, 0.2, 0.0], [-0.3, 0.0, -0.2], [0.0, 0.0, 0.0], [0.0, 0.1, 0.2], [0.0, 0.0, 0.0], [0.0, 0.0, 0.0], [0.2, 0.3, 0.1], [0.0, 0.0, 0.0], [0.0, 0.0, 0.0], [0.0, 0.0, 0.0], [0.0, 0.0, 0.0], [0.0, 0.0, 0.0], [0.0, 0.0, 0.0], [0.0, 0.1, 0.0], [0.0, 0.0, 0.0], [0.0, 0.0, 0.0], [0.0, 0.0, 0.0], [0.0, 0.0, 0.0], [0.0, 0.0, 0.0]],
  "lowdin_charge": [1.5511, 0.5773, 0.5726, 0.1224, 0.1341, 0.1455, 0.1233, 0.1290, 0.1310, -0.7683, -0.2659, -0.2792, 0.0924, -0.4358, 0.0950, -0.0060, -0.2861, 0.1352, 0.1164, 0.1463, 0.1200, -0.2912, -0.0638, -0.0253, -0.1958, -0.4556, -0.0079, -0.6871, -0.0796, -0.1445, -0.3044, -0.1600, -0.6655, -0.0842, 0.0071, -0.1711, -0.3101, -0.0496, -0.6768, -0.0240, -0.0809, 0.0261, 0.1053, 0.1247, 0.1096, 0.1016, 0.1036, 0.1057, 0.1263, 0.1031, 0.1042, 0.0913, 0.1149, 0.1032],
  "relative_energy_kcal_mol": 32.9,
  "max_force_ev_per_a": 3.68,
  "orbital_gap_ha": 0.2964,
  "charge": -1,
  "e_homo_ev": -6.06
}

4.
{
  "formula": "C19H13F5O2Pt",
  "method": "ωB97M-V/def2-TZVPD",
  "species": ["Pt", "F", "F", "F", "F", "F", "O", "O", "C", "C", "C", "C", "C", "C", "C", "C", "C", "C", "C", "C", "C", "C", "C", "C", "C", "C", "C", "H", "H", "H", "H", "H", "H", "H", "H", "H", "H", "H", "H", "H"],
  "coordinates": [[2.4546, 0.7612, -0.7974], [-4.6583, -3.0899, 0.4408], [-2.5644, -2.9877, -0.0359], [-3.3804, -1.7287, 1.5094], [-3.2725, -1.5319, -1.8959], [-5.2391, -1.1979, -1.0371], [2.6953, 1.0843, 3.1021], [-0.1708, -1.5351, 0.2977], [-3.6390, -2.2809, 0.3141], [-1.2967, 0.6881, -1.5849], [-3.5455, 0.2698, -0.3598], [4.3715, -0.7191, 1.3809], [2.1846, -1.0989, 0.3296], [-0.4634, 2.7832, -0.4934], [-3.9231, -1.1622, -0.7582], [3.9949, -2.5610, -0.2099], [2.3955, 0.7774, 1.9856], [-0.4105, 1.4207, -0.6167], [4.8320, -1.8055, 0.6690], [1.2693, 2.9000, 1.2465], [1.4066, 1.5303, 1.1419], [-2.7931, 1.0374, -1.4497], [0.5826, 0.7595, 0.2122], [0.3458, 3.5121, 0.4179], [3.0370, -0.3417, 1.2195], [0.7158, -0.7394, 0.3111], [2.6862, -2.2297, -0.3818], [0.2249, 4.5869, 0.4670], [-3.2643, 0.8365, -2.4102], [4.3953, -3.4232, -0.7245], [-0.9765, 0.9939, -2.5867], [-3.0114, 0.3032, 0.5867], [-2.9106, 2.1064, -1.2829], [-1.1640, 3.3416, -1.0990], [-1.1581, -0.3866, -1.5297], [-4.4938, 0.7797, -0.1999], [5.8620, -2.1170, 0.7885], [1.8699, 3.4504, 1.9561], [2.0041, -2.8052, -0.9927], [5.0076, -0.1810, 2.0696]],
  "forces_ev_per_angstrom": [[0.3, -0.2, -0.1], [-0.4, -0.3, 0.0], [0.2, -0.1, 0.0], [0.0, 0.1, 0.2], [0.1, 0.0, -0.1], [-0.1, 0.0, -0.1], [0.0, -0.1, -0.5], [0.1, 0.2, -0.1], [0.2, 0.4, -0.1], [0.0, 0.1, -0.1], [0.1, 0.3, -0.1], [0.0, -0.1, 0.1], [-0.2, 0.8, -0.8], [0.1, 0.4, 0.1], [0.0, 0.0, 0.1], [0.0, 0.0, 0.0], [0.2, 0.2, 0.9], [0.0, -0.2, 0.2], [0.0, -0.1, -0.1], [-0.1, 0.1, 0.0], [-0.1, -0.1, 0.2], [-0.1, -0.3, -0.1], [0.4, 0.0, -0.6], [-0.1, -0.1, -0.1], [0.2, 0.0, -0.1], [-0.8, -0.9, 0.6], [-0.1, 0.0, 0.2], [0.0, 0.0, 0.0], [0.0, 0.0, 0.0], [0.1, 0.0, 0.0], [0.0, 0.0, 0.0], [0.1, -0.1, 0.0], [0.0, 0.0, 0.1], [0.0, 0.0, 0.0], [0.0, 0.0, 0.1], [0.0, 0.0, 0.1], [0.0, 0.0, 0.0], [0.0, 0.1, 0.0], [0.0, -0.1, 0.0], [0.0, 0.0, 0.0]],
  "lowdin_charge": [1.1916, 0.2178, 0.1594, 0.1483, 0.1057, 0.1386, 0.2397, 0.2198, -0.5580, -0.1064, -0.0475, 0.0427, -0.1721, 0.0466, -0.4087, 0.0311, -0.3014, -0.1168, 0.0631, 0.0364, -0.1289, -0.1399, -0.1375, 0.0765, -0.1177, -0.3218, 0.0409, 0.1468, 0.1337, 0.1424, 0.1463, 0.1221, 0.1120, 0.1426, 0.1099, 0.1421, 0.1451, 0.1521, 0.1516, 0.1516],
  "max_force_ev_per_a": 1.34,
  "orbital_gap_ha": 0.2086,
  "charge": 2,
  "e_homo_ev": -16.95
}